[1]
ORCA calculation (ωB97M-V/def2-TZVPD) on C22H24N2O4 in the gas phase.

- Total charge: 0
- LUMO: 0.065 eV
- Energy relative to the best compared isomer or geometry (same formula, charge and spin): 1.3258 eV
- SMILES: CCOc1ccc([C@@H](C)NC(=O)c2cc(=O)[nH]c3ccccc23)cc1OCC
- Frontier orbital gap: 8.273 eV

Last column: Mulliken charge in e.
Cartesian coordinates (Å):
C1 -5.8403 -0.5316 1.2937  -1.105
C2 -4.7452 0.3279 1.9197  -0.462
O1 -3.7442 0.6965 0.9947  -0.485
C3 -2.8166 -0.2184 0.6042  1.164
C4 -2.6533 -1.4903 1.1242  -0.588
C5 -1.6324 -2.3177 0.6750  -1.435
C6 -0.7729 -1.8991 -0.3196  0.087
C7 0.3831 -2.7658 -0.7720  -0.671
C8 0.2128 -3.2498 -2.2086  -1.498
N1 1.6249 -2.0194 -0.6408  -0.058
C9 2.3719 -2.0343 0.4870  -0.065
O2 2.2312 -2.8278 1.3894  -0.657
C10 3.4183 -0.9501 0.4813  0.805
C11 4.7232 -1.2409 0.2978  -0.231
C12 5.7473 -0.2100 0.2489  -0.189
O3 6.9350 -0.3972 0.0744  -0.686
N2 5.2620 1.0774 0.3972  -0.041
C13 3.9576 1.4231 0.6111  0.178
C14 3.5807 2.7599 0.7660  -0.718
C15 2.2613 3.0829 0.9902  -0.710
C16 1.2940 2.0834 1.0782  -0.861
C17 1.6500 0.7633 0.9239  -0.691
C18 2.9812 0.4087 0.6700  0.814
C19 -0.9417 -0.6257 -0.8649  0.514
C20 -1.9344 0.2219 -0.4108  0.256
O4 -2.1421 1.4901 -0.8557  -0.448
C21 -1.2566 2.0340 -1.8105  -0.054
C22 -1.6657 3.4800 -2.0433  -1.540
H1 -5.4367 -1.4744 0.9330  0.347
H2 -6.2840 -0.0045 0.4529  0.314
H3 -6.6122 -0.7360 2.0306  0.384
H4 -5.1680 1.2810 2.2501  0.355
H5 -4.3054 -0.1734 2.7911  0.355
H6 -3.3038 -1.8531 1.9035  0.353
H7 -1.5102 -3.2943 1.1173  0.393
H8 0.4743 -3.6218 -0.0963  0.550
H9 1.0618 -3.8618 -2.5029  0.447
H10 0.1339 -2.4059 -2.8908  0.285
H11 -0.6941 -3.8426 -2.2897  0.386
H12 1.7788 -1.2795 -1.3084  0.375
H13 5.0601 -2.2577 0.1696  0.532
H14 5.9574 1.8142 0.3653  0.191
H15 4.3354 3.5312 0.7136  0.374
H16 1.9759 4.1174 1.1078  0.415
H17 0.2647 2.3434 1.2721  0.541
H18 0.9024 -0.0106 1.0091  0.692
H19 -0.2760 -0.2940 -1.6469  0.432
H20 -1.3174 1.4678 -2.7517  0.354
H21 -0.2218 1.9896 -1.4388  0.196
H22 -2.6900 3.5205 -2.4025  0.343
H23 -1.0089 3.9385 -2.7771  0.428
H24 -1.6054 4.0347 -1.1114  0.332

[2]
ORCA calculation (ωB97M-V/def2-TZVPD) on C22H24N2O5S in the gas phase in a non-equilibrium geometry.

- Total charge: 0
- LUMO: 0.590 eV
- Energy relative to the best compared isomer or geometry (same formula, charge and spin): 2.0663 eV
- SMILES: COc1ccc(C)cc1S(=O)(=O)N(CC(=O)NCc1ccco1)c1ccc(C)cc1
- Frontier orbital gap: 8.704 eV

Last column: Mulliken charge in e.
Cartesian coordinates (Å):
C1 -4.4194 -2.2558 -2.5161  -0.972
O1 -3.4367 -1.8780 -1.5763  -0.346
C2 -3.6641 -0.8084 -0.7903  1.110
C3 -4.7992 -0.0010 -0.8049  -0.682
C4 -4.9057 1.0580 0.0810  -0.928
C5 -3.9084 1.3446 1.0031  0.240
C6 -4.0367 2.4763 1.9755  -1.547
C7 -2.7746 0.5374 1.0133  -0.059
C8 -2.6522 -0.5029 0.1207  -0.341
S1 -1.2479 -1.6161 0.1414  1.724
O2 -0.6338 -1.7456 -1.1502  -0.722
O3 -1.6656 -2.8196 0.7944  -0.848
N1 -0.1541 -0.8497 1.1887  -0.112
C9 0.4500 -1.7172 2.1754  -0.840
C10 1.8104 -2.2708 1.7346  0.542
O4 2.7095 -2.4717 2.5250  -0.713
N2 1.8971 -2.5236 0.4153  0.086
C11 3.1775 -2.7793 -0.2188  -1.147
C12 3.7743 -1.4963 -0.7017  0.625
C13 4.7881 -0.7296 -0.2079  -0.642
C14 4.8585 0.4147 -1.0390  -0.406
C15 3.8763 0.2613 -1.9664  -0.521
O5 3.2160 -0.8895 -1.7715  -0.321
C16 0.5742 0.2539 0.7165  1.048
C17 0.1298 0.9694 -0.3926  -0.098
C18 0.8305 2.0717 -0.8469  -1.547
C19 1.9858 2.5066 -0.2155  0.956
C20 2.7551 3.6935 -0.7101  -1.559
C21 2.4205 1.7947 0.8948  -0.788
C22 1.7355 0.6887 1.3573  -0.680
H1 -5.3612 -2.5178 -2.0242  0.379
H2 -4.5949 -1.4642 -3.2510  0.360
H3 -4.0159 -3.1327 -3.0180  0.263
H4 -5.6031 -0.1943 -1.4969  0.446
H5 -5.7945 1.6713 0.0529  0.355
H6 -3.1304 3.0783 1.9801  0.340
H7 -4.1854 2.0903 2.9833  0.345
H8 -4.8810 3.1118 1.7230  0.366
H9 -1.9773 0.7263 1.7144  0.510
H10 0.5682 -1.1971 3.1305  0.396
H11 -0.2396 -2.5523 2.3176  0.606
H12 1.1303 -2.2912 -0.2034  0.284
H13 3.8350 -3.2253 0.5302  0.435
H14 3.0226 -3.4703 -1.0507  0.350
H15 5.4031 -0.9558 0.6382  0.510
H16 5.5477 1.2296 -0.9540  0.525
H17 3.5580 0.8754 -2.7850  0.503
H18 -0.7515 0.6531 -0.9234  0.338
H19 0.4650 2.5983 -1.7168  0.318
H20 2.2573 4.1527 -1.5602  0.366
H21 3.7560 3.3910 -1.0149  0.288
H22 2.8570 4.4380 0.0783  0.367
H23 3.3203 2.1036 1.4064  0.406
H24 2.1234 0.1655 2.2150  0.432

[3]
ORCA calculation (ωB97M-V/def2-TZVPD) on a gas-phase ion, C22H24N3O4 (charge +1) in a non-equilibrium geometry.

- Total charge: +1
- LUMO: -3.243 eV
- Energy relative to the best compared isomer or geometry (same formula, charge and spin): 0.5877 eV
- SMILES: C#Cc1cccc([NH2+]c2ncnc3cc(OCCOC)c(OCCOC)cc23)c1
- Frontier orbital gap: 8.310 eV

Last column: Mulliken charge in e.
Cartesian coordinates (Å):
C1 0.9537 -4.9657 4.8351  0.276
C2 0.8438 -3.8920 4.3094  -0.903
C3 0.7203 -2.6243 3.6949  -0.032
C4 1.8274 -1.7796 3.5829  -0.661
C5 1.7017 -0.5409 2.9849  -0.936
C6 0.4772 -0.1172 2.4864  -0.401
C7 -0.6124 -0.9619 2.6083  0.213
N1 -1.9189 -0.5477 2.0580  0.379
C8 -2.1811 -1.2681 0.7830  0.549
N2 -2.7174 -2.4452 0.9558  -0.590
C9 -2.8842 -3.1970 -0.1429  -0.458
N3 -2.5140 -2.8674 -1.3440  -0.568
C10 -1.9731 -1.6559 -1.5382  -0.556
C11 -1.5006 -1.2786 -2.8012  -0.372
C12 -0.9283 -0.0454 -3.0252  0.559
O1 -0.4762 0.1820 -4.2666  -0.532
C13 0.6913 0.9613 -4.4813  -0.585
C14 1.9109 0.3121 -3.8286  -0.586
O2 1.7901 0.3950 -2.4218  -0.066
C15 2.8289 -0.2733 -1.7465  -0.776
C16 -0.9188 0.9321 -1.9616  0.518
O3 -0.5442 2.1804 -2.2950  -0.500
C17 -0.5252 3.2085 -1.3238  -0.706
C18 0.5410 2.9944 -0.2285  -0.258
O4 -0.0253 2.8055 1.0562  -0.257
C19 -0.3236 4.0100 1.7364  -0.892
C20 -1.3182 0.5611 -0.7013  -0.204
C21 -1.8079 -0.7325 -0.4486  0.506
C22 -0.5153 -2.2071 3.1984  -0.394
H1 1.0511 -5.9046 5.2948  0.472
H2 2.7797 -2.1065 3.9702  0.503
H3 2.5592 0.1082 2.9053  0.507
H4 0.3831 0.8546 2.0262  0.614
H5 -1.9193 0.4676 1.9035  0.478
H6 -2.6642 -0.8233 2.7105  0.517
H7 -3.3474 -4.1608 0.0045  0.417
H8 -1.5662 -1.9847 -3.6125  0.565
H9 0.5693 1.9822 -4.1159  0.200
H10 0.8181 0.9669 -5.5652  0.439
H11 1.9747 -0.7423 -4.1348  0.381
H12 2.8194 0.8313 -4.1643  0.448
H13 2.6314 -0.1669 -0.6810  0.143
H14 2.8489 -1.3374 -2.0068  0.343
H15 3.8026 0.1679 -1.9851  0.333
H16 -0.3147 4.1095 -1.9027  0.315
H17 -1.5175 3.3122 -0.8651  0.397
H18 1.2387 3.8368 -0.2041  0.540
H19 1.1019 2.0850 -0.4635  -0.004
H20 0.5766 4.6177 1.8608  0.362
H21 -0.7039 3.7277 2.7165  0.274
H22 -1.0793 4.5964 1.2058  0.323
H23 -1.2693 1.2772 0.1024  0.154
H24 -1.3741 -2.8575 3.2663  0.510

[4]
ORCA calculation (ωB97M-V/def2-TZVPD) on C22H24N4O3 in the gas phase.

- Total charge: 0
- LUMO: 0.505 eV
- Energy relative to the best compared isomer or geometry (same formula, charge and spin): 1.5139 eV
- SMILES: CCOc1ccc([C@@H]2C(C(=O)NC)=C(C)Nc3nc4ccccc4n32)cc1OC
- Frontier orbital gap: 8.199 eV

Last column: Mulliken charge in e.
Cartesian coordinates (Å):
C1 6.0893 2.3743 -1.2874  -1.464
C2 4.5789 2.2073 -1.3510  -0.349
O1 4.2174 1.2410 -0.3882  -0.373
C3 2.9037 0.9215 -0.2409  1.070
C4 1.8606 1.4546 -0.9766  -0.781
C5 0.5503 1.0507 -0.7529  -1.202
C6 0.2648 0.1223 0.2283  0.057
C7 -1.1534 -0.3616 0.4921  -0.253
C8 -1.4302 -1.6411 -0.2903  -0.093
C9 -1.0977 -2.8964 0.4197  0.412
O2 -0.1928 -2.9907 1.2299  -0.678
N1 -1.9218 -3.9447 0.1493  -0.204
C10 -1.7725 -5.2228 0.8001  -0.975
C11 -1.9174 -1.5589 -1.5471  0.392
C12 -1.9986 -2.6745 -2.5444  -2.025
N2 -2.3582 -0.3444 -2.0375  0.017
C13 -2.6345 0.6783 -1.1734  0.154
N3 -3.3792 1.7194 -1.4179  -0.939
C14 -3.3613 2.4357 -0.2409  0.228
C15 -3.9791 3.6342 0.0868  -0.793
C16 -3.7782 4.1330 1.3588  -0.374
C17 -2.9829 3.4680 2.2909  -0.730
C18 -2.3610 2.2710 1.9878  -0.673
C19 -2.5625 1.7637 0.7179  0.849
N4 -2.1271 0.6202 0.0898  0.356
C20 1.3055 -0.4097 0.9851  0.052
C21 2.6166 -0.0417 0.7534  0.642
O3 3.6913 -0.5406 1.4226  -0.482
C22 3.4639 -1.5590 2.3672  -0.862
H1 6.5744 1.4255 -1.4989  0.329
H2 6.4128 3.1137 -2.0147  0.417
H3 6.3826 2.6964 -0.2923  0.328
H4 4.2762 1.8758 -2.3551  0.377
H5 4.0818 3.1640 -1.1346  0.381
H6 2.0502 2.1912 -1.7410  0.375
H7 -0.2333 1.4897 -1.3518  0.325
H8 -1.2652 -0.5627 1.5643  0.702
H9 -2.7523 -3.7960 -0.3976  0.247
H10 -1.6927 -6.0217 0.0604  0.315
H11 -0.8585 -5.1815 1.3903  0.304
H12 -2.6172 -5.4303 1.4607  0.316
H13 -1.6362 -2.3125 -3.5062  0.475
H14 -1.3855 -3.5174 -2.2428  0.447
H15 -3.0283 -3.0072 -2.6834  0.362
H16 -2.7612 -0.2859 -2.9587  0.357
H17 -4.5923 4.1489 -0.6353  0.436
H18 -4.2457 5.0647 1.6420  0.376
H19 -2.8492 3.8993 3.2719  0.389
H20 -1.7414 1.7579 2.7075  0.416
H21 1.0669 -1.1468 1.7326  0.426
H22 4.4512 -1.8731 2.7027  0.237
H23 2.9383 -2.4103 1.9241  0.353
H24 2.8908 -1.1906 3.2245  0.328

> Which of these has the lowest LUMO?

C22H24N3O4

> energy relative to the best compared isomer or geometry (same formula, charge and spin) of number 2 (C22H24N2O5S)?

2.0663 eV